68
Properties=species:S:1:pos:R:3 method="wB97M-V/def2-TZVPD" total_charge=+1 spin_multiplicity=5 total_energy_ha=-3511.7248 largest_force_ev_per_a=3.08
H -1.367 4.773 1.159
H -1.870 0.840 0.370
C 3.205 -0.279 1.518
C -0.580 -1.896 -2.933
C -0.230 -4.157 2.175
H -1.723 -5.502 2.976
C 1.343 3.352 2.704
H 3.588 -0.835 2.384
C 0.896 -1.599 -2.821
C -2.268 -3.161 0.554
H 0.973 2.164 -3.445
H -1.873 2.047 1.692
H 0.590 -4.564 2.778
H 3.153 1.133 -1.290
H 1.380 -2.278 -2.090
C -2.580 -2.517 -4.168
H 1.880 2.401 2.789
C -2.545 -4.167 1.479
H 0.987 3.389 -1.660
H 2.067 -2.878 2.050
H -3.563 -4.551 1.539
C -1.331 -1.952 -1.731
H 3.334 0.591 -2.987
P 0.115 2.299 0.343
P 1.144 0.108 -2.177
N -0.769 -1.620 -0.494
C -0.117 5.755 2.603
H -0.659 -2.108 -5.072
C -1.522 -4.682 2.278
H -0.789 3.224 -1.731
C 0.045 -3.078 1.330
C 0.731 1.114 -3.640
H -0.038 4.499 -0.717
H 1.396 -1.688 -3.798
H -0.240 -0.848 3.059
C 1.443 -2.500 1.226
C -0.995 -2.578 0.494
C -0.470 4.682 1.778
C 0.993 5.634 3.450
H 1.923 -2.776 0.270
H 3.761 -0.570 0.618
C 1.670 4.414 3.559
H -2.256 2.574 0.020
H 0.675 0.694 3.200
H 2.465 4.299 4.299
H -3.633 -1.682 -0.062
P 1.440 -0.652 1.332
H -4.119 -3.364 -0.491
C -2.639 -2.458 -1.755
C -1.222 -2.179 -4.141
H -3.088 -2.681 -5.118
H 3.403 -0.608 -1.654
H 1.318 6.492 4.036
C -3.285 -2.668 -0.422
C 0.754 -0.383 3.000
C 0.059 3.469 -1.079
H 3.327 0.796 1.697
H -0.338 1.023 -3.866
H -0.689 6.683 2.577
C 0.347 3.526 1.727
H 1.315 0.758 -4.499
H -4.339 -2.944 -2.959
C 2.936 0.325 -2.000
Co 0.257 0.166 -0.180
C -3.285 -2.669 -2.971
C -1.652 1.891 0.629
H 1.426 -0.851 3.735
H -0.264 0.808 -1.473

32
Properties=species:S:1:pos:R:3 method="wB97M-V/def2-TZVPD" total_charge=+1 total_energy_ha=-3394.8928 smiles="CC[C@@H](Br)c1nnn(F)[n+]1CCCCOC=O" largest_force_ev_per_a=2.51
C 2.164 -1.453 -2.175
N 1.271 1.517 1.606
C -0.474 -0.588 -0.750
H 1.032 -0.871 -3.870
N 0.229 1.180 2.331
C -0.541 0.375 1.604
H 2.533 -2.379 -2.596
H -3.984 2.203 3.296
C -1.783 -0.161 2.204
H 0.438 0.880 -2.124
H -2.321 2.698 2.897
H -0.925 -0.022 -2.733
C 4.261 -0.527 -1.765
O 3.104 -0.415 -2.490
H -2.871 1.343 1.066
C 0.849 -1.141 -2.841
C -2.945 0.834 2.020
H -3.863 0.268 2.008
Br -2.218 -1.971 1.663
H -1.548 -0.541 -0.691
F 2.005 1.048 -0.471
H -2.638 1.451 4.091
C -2.969 1.870 3.148
N 0.008 0.214 0.398
H -1.577 -0.214 3.258
H -0.192 -1.616 -0.592
H 0.292 -2.072 -2.824
H 2.081 -1.595 -1.098
O 4.917 -1.548 -1.678
C -0.027 -0.095 -2.139
H 4.566 0.390 -1.247
N 1.125 0.937 0.494

46
Properties=species:S:1:pos:R:3 method="wB97M-V/def2-TZVPD" total_charge=+1 total_energy_ha=-1278.0432 largest_force_ev_per_a=1.87
H -15.009 31.072 20.283
O -12.675 33.073 18.887
H -9.807 29.159 15.504
O -10.067 32.028 20.203
C -10.629 27.668 19.776
H -9.186 31.619 20.163
H -11.152 31.307 16.989
H -11.331 28.400 17.907
H -8.312 26.571 14.819
H -13.228 33.489 19.561
O -10.374 26.416 15.010
O -7.719 31.364 16.545
H -7.765 31.433 15.585
H -8.489 28.874 14.277
H -13.930 29.107 18.223
H -9.823 30.295 18.096
H -10.359 31.272 15.263
H -11.566 27.196 20.067
H -10.443 34.671 16.093
O -9.627 29.422 18.482
H -11.584 29.539 19.200
H -10.466 35.822 17.126
H -13.178 32.268 18.594
H -10.103 28.036 20.659
H -10.000 26.911 19.307
C -14.525 30.137 19.988
H -8.647 31.320 16.834
C -9.139 27.089 15.300
C -11.085 27.131 14.116
H -15.613 29.681 18.164
H -13.497 30.177 20.356
C -10.857 28.807 18.817
C -9.390 28.493 14.748
O -14.231 31.154 17.831
H -14.104 30.969 16.893
H -15.014 29.336 20.540
O -10.722 31.388 14.374
H -11.128 30.536 14.164
H -10.475 31.677 21.005
O -10.631 34.875 17.023
C -14.602 29.925 18.489
H -9.011 27.098 16.381
Cd -10.633 33.334 18.549
O -10.434 28.269 13.803
O -10.389 31.856 17.180
O -12.149 26.805 13.691

65
Properties=species:S:1:pos:R:3 method="wB97M-V/def2-TZVPD" total_energy_ha=-5363.1850 largest_force_ev_per_a=0.82 de_lowest_kj_mol=36.3
H 1.392 3.346 1.466
C -1.689 1.868 2.922
F -4.357 3.986 -2.189
C 2.108 2.791 0.854
C 2.502 -2.211 -1.264
N 1.647 2.629 -0.528
C 1.995 2.621 -2.882
O 2.059 0.354 0.809
C 4.551 -3.288 -1.389
C -4.078 1.260 0.825
H 2.889 0.770 -2.796
C -5.356 2.813 -0.452
H -2.903 -4.050 1.621
C -2.377 -1.424 -1.143
C -2.926 1.529 0.098
H 2.848 -5.102 -2.731
N 1.937 1.125 -2.800
C -0.502 1.206 4.905
H 2.925 -0.902 0.261
H -2.039 -1.821 2.202
H 4.678 -2.685 0.719
O 3.320 3.978 -1.427
C -0.241 -0.054 2.875
C 2.703 -4.041 -2.933
H 0.999 2.972 -3.150
C 2.327 1.423 1.550
H 5.199 -3.030 -2.230
C 0.068 0.150 4.211
C -1.140 0.792 2.228
S 0.869 -1.808 -1.563
H -3.459 -4.602 -0.725
Mg 1.074 0.749 -0.797
O 2.721 1.370 2.693
H 2.701 2.979 -3.626
N 3.315 -1.557 -0.430
C -2.886 -2.670 -1.470
F -6.508 3.422 -0.709
N 3.152 -3.257 -1.805
H -0.249 1.372 5.944
H 1.647 -3.852 -3.100
P -1.393 0.584 0.443
C -1.375 2.071 4.258
C -2.062 -1.108 0.178
C -3.032 2.465 -0.938
H -1.807 2.910 4.789
F -4.077 0.369 1.818
H 3.052 3.335 0.898
C -4.233 3.095 -1.206
H 4.826 -4.283 -1.042
H 5.425 -1.541 -0.398
C -2.755 -3.314 0.841
H -2.219 -0.688 -1.928
F -6.361 1.615 1.294
C -2.259 -2.058 1.169
H -2.358 2.558 2.423
H 1.486 0.718 -3.612
H 0.787 -0.497 4.696
C 2.389 3.176 -1.497
H -3.128 -2.901 -2.500
C -3.070 -3.623 -0.475
H 0.257 -0.844 2.327
C 4.598 -2.236 -0.270
C -5.279 1.891 0.569
Br -1.582 2.929 -2.046
H 3.263 -3.776 -3.834

65
Properties=species:S:1:pos:R:3 method="wB97M-V/def2-TZVPD" total_charge=-1 total_energy_ha=-2929.0081 largest_force_ev_per_a=2.75 de_lowest_kj_mol=0.0
H -6.388 -1.590 4.248
N 3.141 0.293 -4.286
H 0.110 0.798 -3.999
O 3.992 1.797 -2.793
H 3.567 -1.771 0.517
H 3.308 0.993 -4.984
O -4.115 -2.562 3.737
H -0.180 3.070 -0.016
N -3.690 -0.431 2.981
H 3.303 0.224 -1.118
H -4.173 0.328 2.538
N -5.693 -0.912 3.993
N 0.083 2.952 0.960
H 0.243 -2.461 3.411
H 6.089 -4.433 -1.160
N -0.332 3.216 -4.087
F 1.063 -1.400 -0.121
H -6.019 0.024 3.855
N 2.608 -1.841 3.090
H 0.453 -4.000 4.129
O -0.811 -2.115 1.174
O -0.634 2.944 -1.827
H -0.177 3.611 1.668
O 2.994 -3.810 4.141
O -3.218 4.880 -0.168
F -3.027 0.104 -1.794
H 1.930 -1.124 2.894
N -5.177 4.211 -1.086
O -3.281 -1.560 -0.168
O 1.781 2.215 2.304
N -3.800 2.670 0.023
O 5.838 -2.061 -0.699
H -2.895 2.406 0.409
N 5.274 -4.241 -0.611
C 2.180 -2.977 3.736
N -1.076 -1.171 -1.300
H 3.564 -1.726 2.821
H 3.116 -1.167 -2.262
C 1.186 2.185 1.226
S -0.360 -2.129 -0.178
C -4.485 -1.410 3.555
H 0.893 1.145 -0.535
H 4.514 -4.896 -0.587
N 0.833 -3.097 3.920
S -2.325 -0.559 -0.522
H -5.279 5.207 -1.167
O -2.126 0.535 0.376
H -2.747 -0.612 2.693
H -0.151 2.766 -4.962
H -0.261 4.215 -4.069
N 1.531 1.322 0.219
H 3.328 -3.472 0.683
C 3.491 0.711 -3.012
C 5.021 -2.903 -0.380
H -4.332 1.991 -0.492
N -0.175 1.134 -3.101
H -0.467 0.518 -2.357
C -3.995 3.956 -0.395
C -0.426 2.476 -2.931
N 3.230 -0.204 -2.020
N 3.898 -2.704 0.379
O -0.021 -3.396 -0.736
H 2.504 -0.471 -4.390
H -5.590 3.542 -1.704
H 2.357 0.772 0.337

72
Properties=species:S:1:pos:R:3 method="wB97M-V/def2-TZVPD" total_energy_ha=-1585.6481 largest_force_ev_per_a=6.11
H -0.704 -0.880 -1.482
H -0.429 -5.669 -1.701
Sr -1.710 3.011 -4.553
O -1.025 0.549 -3.816
H 0.845 -0.895 -2.293
C 1.029 -0.454 3.500
H 2.206 3.308 1.824
C 2.290 -0.984 2.844
H 0.948 4.825 -0.867
H 2.439 -1.198 -2.254
H 0.337 2.668 4.778
O 1.797 -3.756 -2.932
O -0.674 -3.671 -1.572
H 1.378 1.249 -5.343
C 0.111 -0.242 -1.824
O -3.649 2.866 -2.927
H 2.249 -3.803 -2.088
N 0.289 0.590 2.736
C 1.213 2.392 4.190
H 0.557 0.361 0.882
C -1.117 -4.983 -1.205
C -0.239 0.768 -2.851
C 0.107 -1.701 3.717
C 1.317 0.096 4.918
H 0.179 3.651 -1.449
H -3.139 -2.024 0.702
H 1.832 -0.702 5.454
C 0.721 1.974 2.778
O -2.973 -1.453 -4.057
H 3.508 -0.189 -2.635
O -2.189 -2.040 0.569
C 1.917 2.255 1.856
H 3.054 1.420 4.505
H -0.997 -5.218 -0.147
H 1.847 1.499 -6.767
H 2.824 -1.589 3.580
O 3.371 -1.002 -2.144
H -1.819 2.168 -1.299
C -3.808 2.497 -1.742
C -2.546 -2.726 -4.466
H 0.529 0.287 -0.971
C -0.428 2.960 2.426
H -2.724 0.641 -1.313
H 0.619 -2.607 4.043
H -1.276 3.092 3.097
H 2.949 -0.213 2.448
H -3.344 -3.466 -4.432
H -1.912 -1.126 0.671
H -0.837 2.678 1.454
H -0.308 -2.063 2.774
O 0.227 1.921 -2.713
H -2.978 1.693 0.042
H 2.022 1.794 5.932
C -2.762 1.692 -1.025
O -0.186 0.239 1.485
H 1.774 1.957 0.816
H -1.690 -3.166 -3.949
H 0.389 0.272 5.464
H 0.862 -3.725 -2.704
C 2.044 1.398 4.915
H -0.003 3.949 2.250
H -2.134 -5.142 -1.564
H -2.155 -2.698 -5.488
H 2.833 1.917 2.343
O -4.915 2.541 -1.112
O 0.065 4.454 -0.932
H 1.856 3.268 4.087
H -2.183 -0.902 -4.108
O 2.080 1.663 -5.851
H -0.752 -1.458 4.342
H 2.081 -1.790 2.139
H -1.090 -3.031 -0.987

16
Properties=species:S:1:pos:R:3 method="wB97M-V/def2-TZVPD" total_energy_ha=-159.5421 smiles=CC.CC largest_force_ev_per_a=3.99 de_lowest_kj_mol=112.6
H -0.700 -1.793 0.871
H 0.965 -0.250 2.938
C -0.022 -0.927 2.749
C -0.378 -0.911 1.272
H -1.109 0.353 -1.376
H -0.770 -0.608 3.518
H -0.653 0.397 -3.123
H 1.589 0.309 -2.468
H 1.008 0.722 -0.858
H -1.246 -0.257 1.178
H 1.242 1.970 -2.159
H 0.532 -0.717 0.631
C -0.576 0.891 -2.156
C 0.918 0.967 -1.969
H -1.122 1.811 -2.200
H 0.323 -1.958 3.151

8
Properties=species:S:1:pos:R:3 method="wB97M-V/def2-TZVPD" total_charge=-1 total_energy_ha=-812.9463 largest_force_ev_per_a=3.59 de_lowest_kj_mol=683.7
H 0.415 0.675 0.794
O 0.753 0.337 -1.941
C -0.579 0.789 0.267
O -3.093 -0.677 1.491
O -1.709 0.276 0.314
S 0.299 1.580 -1.303
O -0.687 2.363 -1.988
O 1.369 2.312 -0.600

What did the second record say?
32
Properties=species:S:1:pos:R:3 method="wB97M-V/def2-TZVPD" total_charge=+1 total_energy_ha=-3394.8928 smiles="CC[C@@H](Br)c1nnn(F)[n+]1CCCCOC=O" largest_force_ev_per_a=2.51
C 2.164 -1.453 -2.175
N 1.271 1.517 1.606
C -0.474 -0.588 -0.750
H 1.032 -0.871 -3.870
N 0.229 1.180 2.331
C -0.541 0.375 1.604
H 2.533 -2.379 -2.596
H -3.984 2.203 3.296
C -1.783 -0.161 2.204
H 0.438 0.880 -2.124
H -2.321 2.698 2.897
H -0.925 -0.022 -2.733
C 4.261 -0.527 -1.765
O 3.104 -0.415 -2.490
H -2.871 1.343 1.066
C 0.849 -1.141 -2.841
C -2.945 0.834 2.020
H -3.863 0.268 2.008
Br -2.218 -1.971 1.663
H -1.548 -0.541 -0.691
F 2.005 1.048 -0.471
H -2.638 1.451 4.091
C -2.969 1.870 3.148
N 0.008 0.214 0.398
H -1.577 -0.214 3.258
H -0.192 -1.616 -0.592
H 0.292 -2.072 -2.824
H 2.081 -1.595 -1.098
O 4.917 -1.548 -1.678
C -0.027 -0.095 -2.139
H 4.566 0.390 -1.247
N 1.125 0.937 0.494